Record 1
{"formula": "CH5O3", "method": "ωB97M-V with the def2-TZVPD basis set", "spin_multiplicity": 1, "e_homo_ha": -0.61061, "gap_ha": 0.4247, "total_charge": 1, "elements": ["O", "H", "H", "H", "O", "C", "O", "H", "H"], "xyz": [[2.1790, -0.7996, 0.0153], [3.0727, -0.9623, 0.6012], [2.5393, -0.7852, -0.8372], [0.5353, -0.4424, -0.2037], [-0.4649, -0.7109, -0.1866], [-1.3196, 0.1523, 0.0877], [-0.9627, 1.4367, 0.1106], [-2.4265, -0.2246, 0.1655], [-1.8137, 2.0911, 0.2336]], "atomic_forces_ev_per_a": [[2.39, -0.48, 3.68], [-3.62, 0.67, -1.77], [0.86, 0.02, -2.29], [-0.45, -0.38, 0.39], [0.65, 0.09, 0.43], [-1.13, 1.68, -0.83], [-3.66, -0.29, 0.60], [2.12, 0.94, 0.09], [2.84, -2.25, -0.29]]}

Record 2
{"formula": "CH5O3PS", "method": "ωB97M-V with the def2-TZVPD basis set", "spin_multiplicity": 1, "e_homo_ha": -0.34719, "gap_ha": 0.3405, "elements": ["C", "O", "O", "O", "P", "S", "H", "H", "H", "H", "H"], "xyz": [[-1.8019, 0.0259, -0.4911], [2.2815, 0.3713, -0.3852], [1.0136, -1.4072, 0.7659], [-0.5513, 0.4959, -0.7847], [1.1150, 0.1575, 0.6614], [1.1365, 1.1698, 2.3000], [-1.8212, -1.0531, -0.2823], [-2.3982, 0.2050, -1.3963], [-2.2758, 0.5608, 0.3403], [2.3953, 1.2881, -0.6288], [0.9066, -1.8141, -0.0993]], "atomic_forces_ev_per_a": [[-0.77, -0.32, 0.38], [-0.36, -0.54, 0.00], [0.03, 0.09, 0.24], [4.46, -0.01, 1.87], [-2.87, 1.25, -1.06], [-0.20, -0.68, -1.18], [-0.12, 0.00, 0.05], [-0.11, -0.09, 0.15], [-0.09, -0.07, 0.05], [0.11, 0.59, -0.17], [-0.08, -0.21, -0.33]]}

Record 3
{"formula": "CH5O3Si", "method": "ωB97M-V with the def2-TZVPD basis set", "spin_multiplicity": 1, "e_homo_ha": [-0.50855, -0.46487], "gap_ha": [0.2236, 0.1799], "total_charge": 1, "elements": ["C", "O", "O", "O", "Si", "H", "H", "H", "H", "H"], "xyz": [[1.9454, 0.4451, -0.0825], [-0.2152, 1.5682, 0.0878], [-2.6568, 0.3436, 0.5973], [-1.2224, 1.4317, -0.6605], [-3.8489, -0.4668, 0.1743], [0.8678, 0.8301, -0.1071], [2.0323, 0.7263, -1.0742], [1.9568, -0.6451, 0.3094], [-4.8309, -1.2880, -0.3610], [2.3327, 1.1988, 0.6520]], "atomic_forces_ev_per_a": [[-0.80, -0.85, 3.30], [-4.08, 1.60, -0.74], [-1.65, -1.06, 0.33], [2.65, 0.55, 0.58], [2.24, 1.53, 1.07], [0.99, -1.58, 0.36], [1.56, -0.20, -2.16], [0.27, 1.99, -1.17], [-1.40, -1.04, -0.77], [0.21, -0.93, -0.80]]}

Record 4
{"formula": "CH5OP", "method": "ωB97M-V with the def2-TZVPD basis set", "spin_multiplicity": 1, "e_homo_ha": -0.30947, "gap_ha": 0.3125, "elements": ["C", "O", "P", "H", "H", "H", "H", "H"], "xyz": [[-0.6572, 0.2438, 0.6739], [1.7118, -0.6758, 0.3457], [0.9922, 0.7660, 0.0658], [-1.4170, 0.9510, 0.3465], [-0.6340, 0.2274, 1.7675], [-0.8855, -0.7558, 0.3085], [2.6242, -0.7171, 0.0537], [0.6845, 0.5322, -2.1587]], "atomic_forces_ev_per_a": [[0.24, -0.03, -0.23], [-0.21, -0.13, 0.14], [-0.42, -0.37, -2.61], [-0.01, 0.01, -0.02], [0.07, 0.04, -0.07], [-0.07, 0.04, -0.01], [0.21, 0.13, -0.03], [0.20, 0.31, 2.82]]}

Record 5
{"formula": "CH5OPS", "method": "ωB97M-V with the def2-TZVPD basis set", "spin_multiplicity": 1, "e_homo_ha": -0.32963, "smiles": "CP=S.O", "gap_ha": 0.2738, "elements": ["C", "P", "S", "H", "H", "H", "O", "H", "H"], "xyz": [[-0.3818, -1.2406, 0.8345], [-1.1150, -0.3614, -0.6161], [-2.6867, 0.3453, 0.1979], [0.5156, -1.8648, 0.4961], [-1.0703, -2.0373, 1.3268], [-0.1112, -0.5605, 1.5354], [0.2969, 2.2051, 0.9522], [-0.2615, 1.8555, 0.2434], [1.1418, 1.7821, 0.7330]], "atomic_forces_ev_per_a": [[-0.22, -4.82, -2.21], [-0.05, -0.57, 0.70], [-0.62, 0.43, -0.28], [-0.88, 1.01, 0.46], [0.77, 1.60, -0.95], [0.89, 2.13, 2.21], [0.40, -0.55, -0.49], [-0.26, 0.42, 0.23], [-0.02, 0.34, 0.32]]}

Record 6
{"formula": "CH5OS2", "method": "ωB97M-V with the def2-TZVPD basis set", "spin_multiplicity": 1, "e_homo_ha": -0.11672, "gap_ha": 0.2567, "total_charge": -1, "elements": ["O", "H", "C", "S", "S", "H", "H", "H", "H"], "xyz": [[-0.5397, 0.7783, 1.9257], [-0.7723, 0.1465, 2.6105], [-0.5724, 0.4081, -0.6352], [0.6329, 0.0824, 0.6918], [2.1879, -0.9028, -1.1596], [-0.2073, 1.2647, -1.1892], [-0.7022, -0.4836, -1.2221], [-1.4731, 0.7009, -0.0980], [1.4463, -1.9945, -0.9239]], "atomic_forces_ev_per_a": [[-0.01, 0.50, 0.15], [0.22, -0.37, -0.22], [0.27, 0.37, 0.88], [-0.32, 0.03, 0.37], [-0.07, -0.05, 0.02], [-0.04, -0.14, -0.49], [-0.08, -0.07, -0.43], [-0.10, -0.14, -0.15], [0.13, -0.11, -0.14]]}

Record 7
{"formula": "CH5PS", "method": "ωB97M-V with the def2-TZVPD basis set", "spin_multiplicity": 1, "e_homo_ha": -0.33019, "gap_ha": 0.3606, "elements": ["C", "P", "S", "H", "H", "H", "H", "H"], "xyz": [[-0.2947, 0.6638, 1.0508], [1.0977, -0.7180, -1.1613], [0.0749, -1.1272, 0.6370], [-0.6376, 0.8109, 2.0147], [-1.3612, 1.2707, 0.2841], [0.5820, 1.2190, 0.6868], [1.9266, -1.9810, -1.2656], [0.2654, -1.3426, -2.0559]], "atomic_forces_ev_per_a": [[-2.00, 0.86, -5.30], [1.54, -1.23, 0.11], [-0.58, 1.07, 0.37], [-0.15, 0.11, 2.01], [3.19, -2.20, 2.16], [-0.41, 0.08, 0.78], [-0.65, 1.45, 0.55], [-0.94, -0.14, -0.66]]}

Record 8
{"formula": "CH5PS", "method": "ωB97M-V with the def2-TZVPD basis set", "spin_multiplicity": 3, "e_homo_ha": [-0.29911, -0.34272], "s2": 2.008, "gap_ha": [0.3379, 0.2592], "elements": ["C", "P", "S", "H", "H", "H", "H", "H"], "xyz": [[-1.4474, 0.7623, 0.0910], [1.1638, -0.6986, 0.0549], [2.8725, 0.3428, 0.0906], [-2.1831, -0.0030, 0.2694], [-1.6374, 1.7345, 0.6121], [-1.4390, 1.0329, -0.9461], [1.0818, -1.4683, -1.1205], [1.5889, -1.7025, 0.9485]], "atomic_forces_ev_per_a": [[-1.79, 2.25, -0.01], [0.51, -0.35, 0.68], [0.12, 0.38, -0.41], [0.19, -0.51, 0.50], [0.53, -1.14, 0.27], [0.70, -0.34, -0.78], [0.19, 0.01, -0.23], [-0.44, -0.30, -0.02]]}

Record 9
{"formula": "CH6BN", "method": "ωB97M-V with the def2-TZVPD basis set", "spin_multiplicity": 1, "e_homo_ha": -0.35391, "smiles": "BNC", "gap_ha": 0.3872, "elements": ["B", "N", "C", "H", "H", "H", "H", "H", "H"], "xyz": [[-1.5578, 0.0874, 0.0378], [-0.1735, -0.5565, -0.1075], [1.0809, 0.1323, 0.0480], [-2.5598, -0.5985, 0.1960], [-1.5105, 1.3393, 0.3590], [-0.1882, -1.5833, 0.0379], [1.5771, -0.3695, 0.8460], [1.6543, -0.0326, -0.8423], [0.9463, 1.1361, 0.1467]], "atomic_forces_ev_per_a": [[3.58, -0.19, 1.24], [-5.38, 0.51, 0.62], [-0.13, -3.27, -1.01], [0.71, 0.36, -0.52], [-0.25, -1.67, -0.92], [0.38, 1.19, -0.45], [0.82, 0.30, 0.89], [0.68, 0.02, -0.57], [-0.42, 2.74, 0.73]]}

Record 10
{"formula": "CH6BN", "method": "ωB97M-V with the def2-TZVPD basis set", "spin_multiplicity": 3, "e_homo_ha": [-0.16286, -0.38608], "s2": 2.008, "gap_ha": [0.1863, 0.2493], "elements": ["B", "C", "N", "H", "H", "H", "H", "H", "H"], "xyz": [[0.2335, 0.3792, 0.3336], [-1.2197, 0.0764, -0.0153], [1.2946, -0.4055, -0.2035], [0.9467, 1.5777, 0.7409], [-1.4065, -0.1279, -1.0508], [-1.9547, 0.7640, 0.2784], [-1.4726, -0.8590, 0.4275], [2.1658, -0.1711, 0.2121], [1.4129, -1.2338, -0.7230]], "atomic_forces_ev_per_a": [[-0.34, 1.66, 2.02], [-0.21, -0.30, 0.14], [2.39, -0.18, 0.38], [-1.10, -0.66, -1.58], [0.17, 0.17, -1.36], [-0.93, 1.09, 0.55], [-0.40, -0.88, 0.70], [0.90, -0.43, 0.87], [-0.49, -0.47, -1.73]]}